Formula: C18H13FeNO5
Source: the Open Molecules 2025 dataset
Level of theory: wB97M-V/def2-TZVPD

```
38
Properties=species:S:1:pos:R:3:forces:R:3
Fe -2.668373 -0.045469 0.930984 2.8 1.2 0.6
O -0.216200 1.183220 -1.100680 0.7 -0.4 0.3
O -5.024718 1.547171 1.151393 0.0 0.1 -0.1
O 2.766234 -1.483968 1.237510 0.2 -0.9 0.6
O -1.589431 0.857559 3.573629 -0.3 -0.2 -0.7
O -1.675476 2.753773 0.501137 0.1 -1.1 -0.5
N 0.873570 -0.395471 0.341707 1.2 -1.4 0.1
C 2.059107 1.492841 -0.424577 -1.6 0.2 -0.8
C 2.508198 2.659330 -1.068550 1.0 1.0 -0.3
C -2.587619 -2.198246 0.919232 -1.1 -0.9 -0.4
C 2.256595 -0.517068 0.688661 0.4 0.8 -0.4
C -1.297096 -1.644353 1.270328 1.3 -0.6 0.6
C -1.783431 1.620635 0.291205 -0.1 2.3 0.9
C 4.802056 2.174732 -0.401914 0.1 -1.2 0.6
C 0.020757 -1.747445 0.422822 -1.7 0.4 0.1
C 2.970014 0.688863 0.215504 0.8 -1.7 1.0
C -2.525404 -0.762924 -0.943170 0.2 -1.0 -1.5
C -3.344028 -1.566014 -0.113030 0.6 -1.6 -1.3
C 4.336849 0.985026 0.185779 0.6 0.6 0.0
C 3.875321 3.020149 -1.032085 -1.4 0.2 -0.3
C -0.300300 -2.253421 -0.999679 0.4 0.0 0.9
C 0.773712 0.775957 -0.438446 -0.5 1.4 -1.1
C -1.355175 -1.400004 -1.660617 0.0 0.7 -1.6
C -2.133271 0.482150 2.620585 0.7 0.7 2.1
C -4.200925 0.723962 1.044237 -3.4 1.3 0.8
H -0.824966 -0.627553 -2.200864 0.1 0.5 0.0
H 0.680013 -2.170075 -1.493321 -0.4 -0.2 -0.5
H 5.868554 2.444248 -0.396449 -0.5 -0.3 0.0
H 4.262486 3.939942 -1.511308 -0.6 -0.5 0.2
H -1.790083 -1.974131 -2.488767 -0.1 -0.5 -0.1
H 0.589822 -2.552380 0.932001 0.6 1.3 -0.3
H 1.834275 3.323093 -1.607192 -0.1 -0.3 0.1
H 5.048361 0.288567 0.609860 0.0 -0.1 0.2
H -2.977713 -0.012558 -1.572730 -0.5 0.0 -0.4
H -1.068633 -1.689806 2.342304 0.2 -0.6 -0.3
H -0.628377 -3.322388 -1.056755 0.4 0.7 0.7
H -3.128033 -2.919152 1.539998 0.2 0.3 0.3
H -4.406672 -1.678788 -0.308743 0.0 -0.3 0.5
```
Positions in Å, forces in eV/Å.

E_LUMO (alpha / beta)	5.45 / 5.41	eV
net charge	-2
orbital gap (alpha / beta)	3.8 / 6.1	eV
2S+1	5